Entry 1:
Computed, not measured: a 2-piece molecular cluster, H5N3S overall at a distorted geometry, with ωB97M-V with the def2-TZVPD basis set.

Output
- largest force on an atom (eV/Å) = 2.644
- DFT total energy (a.u.) = -565.3060

```
! RIJCOSX wB97M-V def2-TZVPD def2/J DEFGRID3
* xyz 0 1
N -1.9027 -0.0173 -0.0803
N 1.4838 0.8306 0.0769
N 0.0297 -1.2174 -0.1280
S 0.9009 -0.4111 0.9345
H -1.5528 0.5621 0.6545
H -1.4755 0.4302 -0.9586
H 0.6487 1.1263 -0.4261
H 2.2945 0.6598 -0.5475
H -0.4267 -1.9632 0.4745
*
```


Entry 2:
Computed, not measured: C30H46BrCrN3P2Se as an isolated structure at a distorted geometry, with ωB97M-V with the def2-TZVPD basis set.

Output
- largest force on an atom (eV/Å) = 3.407
- DFT total energy (a.u.) = -8036.9797

```
! RIJCOSX wB97M-V def2-TZVPD def2/J DEFGRID3
* xyz 2 5
C 7.7959 -2.1355 -2.1527
C 6.5182 -2.1153 -2.7448
C 6.3819 -2.7546 -3.9953
C 7.5064 -3.3417 -4.5955
N 8.7112 -3.3307 -4.0266
C 8.8584 -2.7511 -2.8356
C 5.3967 -1.4616 -2.1062
C 4.4048 -0.8699 -1.7226
C 3.1656 -0.3703 -1.3050
C 2.7064 -0.8710 -0.0896
C 1.3845 -0.5764 0.2768
C 0.6263 0.3488 -0.5335
C 1.1482 0.9582 -1.6444
C 2.4000 0.5024 -2.0913
Cr 0.2412 0.6907 1.4015
P -1.3382 -0.9441 1.8192
H 5.4206 -2.8036 -4.5100
H 7.9837 -1.6852 -1.1782
H 7.4273 -3.8372 -5.5617
H 9.8576 -2.7783 -2.4039
H 2.8096 0.8353 -3.0416
H 3.3303 -1.5014 0.5518
H 0.6420 1.7558 -2.1826
H 1.0202 -1.0418 1.2463
C -2.9757 -0.2818 2.2514
C -4.1530 -1.2468 2.0875
H -3.0979 0.6175 1.6268
H -2.8951 0.0849 3.2877
H -5.0628 -0.7694 2.4764
H -4.3430 -1.4949 1.0356
H -4.0100 -2.1798 2.6459
C -1.5061 -1.9834 0.3208
C -0.6597 -3.2500 0.2695
H -1.2216 -1.3129 -0.5028
H -2.5749 -2.2068 0.1900
H -0.7720 -3.7030 -0.7244
H 0.4115 -3.0474 0.4077
H -0.9783 -3.9885 1.0166
C -0.7652 -2.0049 3.1985
C -1.7766 -3.0252 3.7036
H -0.4463 -1.3117 3.9949
H 0.1543 -2.5020 2.8559
H -1.2914 -3.6773 4.4414
H -2.6245 -2.5440 4.2041
H -2.1543 -3.6694 2.8985
Br -0.9940 2.5994 0.5279
P -2.5011 0.8184 -3.5150
C -2.9903 -0.4728 -2.3239
C -4.3713 -0.9945 -2.7282
H -2.9771 -0.0169 -1.3216
H -2.2327 -1.2683 -2.3654
H -4.5564 -1.9888 -2.3104
H -5.1673 -0.3252 -2.3855
H -4.4579 -1.0720 -3.8198
C -2.5751 2.4066 -2.6198
C -2.9755 3.5221 -3.5943
H -1.6238 2.5905 -2.1024
H -3.3447 2.2839 -1.8407
H -3.2580 4.4296 -3.0565
H -2.1663 3.7712 -4.2868
H -3.8394 3.2040 -4.1863
C -0.7853 0.4310 -3.9751
C -0.6601 -0.2578 -5.3408
H -0.3998 -0.1944 -3.1601
H -0.2312 1.3785 -3.9665
H 0.3799 -0.2073 -5.6827
H -0.9486 -1.3134 -5.2903
H -1.2802 0.2253 -6.1052
C -1.8749 1.5727 5.8625
N -1.1893 2.7494 5.3597
C -1.4967 4.0456 5.7373
C -0.6497 4.8709 5.0759
N 0.1646 4.0716 4.2858
C 1.2235 4.5759 3.4349
C -0.1586 2.7523 4.4561
Se 0.7422 1.2571 3.7488
H -1.2617 0.6925 5.6438
H -2.8645 1.4633 5.3956
H -2.0057 1.6768 6.9471
H -2.2716 4.2570 6.4556
H -0.5388 5.9379 5.1106
H 0.8125 5.0497 2.5334
H 1.8058 5.3209 3.9932
H 1.8626 3.7329 3.1489
*
```


Entry 3:
Computed, not measured: C10H28MnN2P2S as an isolated structure at a distorted geometry, with ωB97M-V with the def2-TZVPD basis set.

Output
- largest force on an atom (eV/Å) = 1.723
- DFT total energy (a.u.) = -2738.9849

```
! RIJCOSX wB97M-V def2-TZVPD def2/J DEFGRID3
* xyz 0 6
Mn 0.6042 0.4030 0.0739
H 1.2285 1.9357 0.6577
H 1.7400 1.3036 0.9606
P -0.3245 2.1738 -0.9988
P 2.4531 -0.9279 0.0214
C 1.9634 -2.6043 0.6141
H 2.8354 -3.2754 0.6180
H 1.5448 -2.5318 1.6291
H 1.2023 -3.0167 -0.0668
C 3.2981 -1.4066 -1.5375
H 3.7984 -0.5409 -1.9843
H 4.0468 -2.1864 -1.3472
H 2.5713 -1.7949 -2.2596
C 3.8985 -0.5489 1.0865
H 3.5724 -0.3794 2.1196
H 4.6144 -1.3831 1.0695
H 4.4050 0.3560 0.7272
C -0.2841 2.2936 -2.8390
H -0.9234 3.1223 -3.1785
H 0.7421 2.4687 -3.1868
H -0.6505 1.3588 -3.2837
C -2.1405 2.1147 -0.7376
H -2.3702 2.3324 0.3120
H -2.6452 2.8461 -1.3840
H -2.5040 1.1086 -0.9839
C 0.0868 3.9117 -0.5671
H 1.1257 4.1421 -0.8355
H -0.5726 4.6014 -1.1134
H -0.0361 4.0797 0.5087
H 1.6608 0.8732 -1.3320
H 1.1198 0.2914 -1.6494
C -3.6610 -0.0215 1.7693
N -2.9932 -1.2806 1.4846
C -3.6418 -2.4739 1.1842
C -2.6769 -3.4156 1.0298
N -1.4564 -2.7880 1.2127
C -1.6395 -1.4695 1.5024
S -0.4843 -0.3165 2.0011
H -3.1438 0.4756 2.5923
H -3.6624 0.6434 0.8956
H -4.6986 -0.2203 2.0589
H -4.7204 -2.5519 1.1446
H -2.7388 -4.4660 0.8404
H -0.5438 -3.2358 1.1710
*
```


- Which of these has the lowest largest force on an atom?
  C10H28MnN2P2S